Below is a structure of composition C35H59FNbO10 at a distorted geometry, with properties calculated with the ωB97M-V functional and the def2-TZVPD basis.

Last column: Löwdin charge in e.
Cartesian coordinates (Å):
C: -0.26108 -0.58113 -1.24840  -0.113
C: -0.01743 0.01529 -2.70117  -0.136
C: -0.85840 -0.65608 -3.83337  -0.482
O: -0.76357 -0.18814 -4.94454  0.095
O: -1.73351 -1.72231 -3.62922  -0.071
C: -2.93976 -1.14680 -2.96640  -0.310
C: -4.27802 -1.71091 -3.53767  -0.346
Nb: -6.00052 -0.36093 -2.80093  1.638
F: -4.95249 1.24425 -3.57411  -0.565
C: -7.60319 1.12725 -2.15657  -0.269
C: -7.13747 1.73802 -0.79719  -0.465
O: -6.88631 1.04471 0.18010  -0.013
C: -6.92011 3.28176 -0.60646  -0.131
C: -5.64507 3.90256 -0.96906  -0.012
C: -5.49823 5.34996 -0.72882  -0.082
C: -6.59770 6.10582 -0.12488  -0.116
C: -7.87224 5.48688 0.22061  -0.093
C: -8.03545 4.04332 -0.02035  -0.028
C: -7.18178 -2.16895 -2.16816  -0.318
C: -7.99533 -2.03406 -0.82587  -0.438
C: -7.19218 -2.61753 0.41808  -0.063
O: -9.16634 -2.91310 -0.95490  -0.183
C: -10.36668 -2.21790 -0.62838  -0.187
C: -10.70892 -1.15381 -1.72592  -0.185
C: -10.41314 -1.41414 -3.12978  -0.026
C: -10.71191 -0.35472 -4.09504  -0.074
C: -11.29457 0.93487 -3.71215  -0.094
C: -11.60031 1.17315 -2.29973  -0.092
C: -11.30078 0.12261 -1.31760  -0.051
H: 0.41853 -0.15745 -0.46317  0.068
H: -0.23818 -1.69867 -1.23757  0.079
H: -1.30325 -0.28425 -0.94572  0.064
H: -0.25938 1.11422 -2.63336  0.123
H: 1.08763 -0.02958 -2.90392  0.100
H: -2.88154 -1.34805 -1.85872  0.081
H: -2.84091 -0.02758 -3.07133  0.100
H: -4.41572 -2.74930 -3.12040  0.036
H: -4.23052 -1.73110 -4.65669  0.042
H: -6.76351 -0.55050 -4.47411  -0.108
H: -5.08054 -0.27268 -1.21673  -0.064
H: -8.58258 0.59616 -2.03504  0.027
H: -7.70290 1.92141 -2.94289  0.052
H: -4.82629 3.29203 -1.41124  0.107
H: -4.52911 5.85161 -0.97913  0.092
H: -6.46405 7.19357 0.07964  0.083
H: -8.71886 6.03982 0.69269  0.088
H: -8.98640 3.52348 0.25269  0.106
H: -7.84790 -2.54713 -2.99090  0.030
H: -6.43161 -3.00251 -1.99852  0.047
H: -8.28512 -0.99422 -0.53693  0.098
H: -7.23828 -3.74066 0.35314  0.079
H: -7.71093 -2.32817 1.37845  0.076
H: -6.13196 -2.26465 0.43489  0.068
H: -10.21754 -1.68918 0.36471  0.126
H: -11.22845 -2.92634 -0.45676  0.129
H: -9.97432 -2.38768 -3.42719  0.105
H: -10.46014 -0.51887 -5.16554  0.093
H: -11.48271 1.71664 -4.48342  0.090
H: -12.02228 2.16756 -2.01075  0.091
H: -11.52906 0.37806 -0.25147  0.103
C: 3.96063 -1.18782 -1.54306  -0.109
O: 4.15568 -1.72210 -0.24975  -0.203
C: 5.06102 -2.81613 -0.23444  -0.195
C: 5.86431 -2.83967 1.05537  -0.172
O: 6.87801 -1.83810 1.13113  -0.145
C: 6.43621 -0.49290 1.30178  -0.171
C: 5.84908 -0.20251 2.67383  -0.196
O: 4.53884 -0.74134 2.78400  -0.200
C: 4.22823 -1.16202 4.09723  -0.110
H: 3.40571 -1.89816 -2.16668  0.093
H: 3.37571 -0.27289 -1.45081  0.084
H: 4.91725 -0.93858 -2.01441  0.087
H: 5.74964 -2.76464 -1.08384  0.124
H: 4.46927 -3.73644 -0.31314  0.129
H: 6.39973 -3.79286 1.09279  0.127
H: 5.21931 -2.81286 1.93380  0.117
H: 5.75827 -0.19808 0.50152  0.120
H: 7.33484 0.12030 1.18942  0.108
H: 5.77037 0.88306 2.81455  0.130
H: 6.50957 -0.61458 3.44527  0.116
H: 4.98724 -1.85837 4.47176  0.085
H: 3.27386 -1.68762 4.06454  0.091
H: 4.14132 -0.30079 4.76634  0.088
C: 9.85399 -1.62092 2.97942  -0.098
O: 10.56356 -0.43939 2.65820  -0.197
C: 9.80636 0.73981 2.88730  -0.198
C: 10.70042 1.88284 3.33890  -0.174
O: 11.16057 1.76746 4.68387  -0.126
C: 12.13500 0.76151 4.94842  -0.178
C: 13.50634 1.05762 4.36216  -0.198
O: 13.51539 0.82365 2.95961  -0.204
C: 14.38893 1.69123 2.26581  -0.114
H: 9.03789 -1.78409 2.26738  0.074
H: 10.54604 -2.46099 2.91862  0.089
H: 9.45749 -1.57655 4.00000  0.088
H: 9.03592 0.56742 3.64616  0.122
H: 9.31918 1.00897 1.94209  0.118
H: 10.10092 2.79746 3.31825  0.127
H: 11.53140 2.04196 2.65125  0.116
H: 11.77344 -0.22304 4.65262  0.117
H: 12.23794 0.74123 6.03734  0.126
H: 14.24809 0.38520 4.81148  0.126
H: 13.78114 2.09336 4.58921  0.124
H: 14.16584 2.73769 2.50227  0.086
H: 14.22932 1.54466 1.19741  0.089
H: 15.43110 1.46211 2.50819  0.086

Cartesian forces, eV/Å:
-0.902 0.333 -0.253
0.087 -0.385 1.917
0.013 0.361 -1.148
0.253 -0.427 0.631
0.846 1.472 0.779
-0.799 0.241 0.699
1.060 0.136 0.398
0.484 1.914 -1.052
-1.130 -1.588 0.920
-0.036 1.424 0.962
-0.026 -0.121 -0.427
-0.611 0.423 -0.506
-0.190 1.137 -0.159
-2.009 1.707 1.041
-1.665 -1.389 0.593
-0.181 -1.351 -0.338
1.537 -2.082 -0.822
2.145 1.310 -0.549
0.119 -0.302 0.581
1.008 -1.183 0.493
-0.559 -0.017 -0.283
-0.859 0.894 0.368
-0.004 0.762 0.224
-0.575 1.117 -0.485
-1.247 2.478 0.755
-0.236 0.273 1.378
0.493 -1.823 1.767
0.988 -1.870 -1.040
0.146 0.452 -2.044
-0.358 -0.423 -0.903
0.188 0.918 -0.034
1.008 -0.360 -0.137
0.047 -1.132 -0.494
-1.133 -0.173 -0.361
-0.067 -0.029 -1.156
-0.480 -1.020 -0.088
0.124 0.881 -0.618
-0.063 -0.039 0.919
0.206 -0.622 -0.144
0.566 -0.741 0.030
0.809 0.356 0.032
0.017 -0.617 0.695
-0.805 0.563 0.364
-1.117 -0.468 0.284
-0.071 -1.017 -0.248
0.996 -0.338 -0.521
1.015 0.497 -0.339
0.538 0.524 0.821
-0.653 0.839 -0.238
-0.018 -0.788 -0.605
0.222 1.059 -0.048
0.590 -0.176 -0.941
-0.896 -0.192 -0.013
-0.288 -0.333 -0.980
1.029 0.412 -0.492
-0.338 0.938 0.199
-0.215 0.103 0.939
0.201 -0.778 0.768
0.429 -1.134 -0.078
0.395 -0.615 -1.010
-0.214 -0.155 0.111
0.341 0.210 -0.060
-0.326 0.144 0.297
0.119 -0.160 -0.087
-0.238 0.055 0.010
0.192 0.043 0.082
-0.405 0.068 -0.329
0.202 -0.311 0.165
-0.078 0.083 -0.268
0.085 0.088 -0.146
-0.033 -0.076 0.094
0.010 -0.059 -0.077
0.035 0.024 -0.022
0.190 -0.163 -0.028
0.068 0.071 -0.085
-0.166 0.149 -0.118
-0.214 -0.047 0.138
0.026 -0.100 0.070
0.261 0.053 0.023
0.013 -0.040 0.002
0.034 0.068 0.099
0.002 0.111 -0.054
0.043 -0.056 0.160
-0.031 0.031 -0.314
0.031 0.011 0.406
0.403 -0.103 -0.257
-0.164 0.089 0.068
0.076 -0.120 -0.143
0.040 0.140 0.164
-0.161 -0.424 -0.236
-0.061 0.380 -0.036
-0.173 -0.243 0.036
-0.077 -0.081 0.156
0.057 0.093 -0.053
-0.071 0.012 0.014
-0.020 -0.010 0.044
-0.134 0.204 0.086
-0.034 -0.060 0.108
0.015 -0.244 -0.058
0.124 -0.004 -0.233
0.001 0.131 -0.036
0.002 0.103 0.233
-0.027 0.024 -0.016
0.117 0.026 0.041
0.018 -0.097 0.062
0.094 0.151 -0.018

Calculated values
HOMO ... -5.2 eV
Lowest unoccupied orbital energy ... 1.82 eV
Total charge ... -1
Kohn-Sham gap ... 7.0 eV

---

Below is the molecule C35H60N6O10 at a distorted geometry, with properties calculated with the ωB97M-V functional and the def2-TZVPD basis.

Last column: Löwdin charge in e.
Cartesian coordinates (Å):
C: 0.80425 0.78100 -7.46458  -0.019
H: 1.68091 0.17439 -7.67463  0.079
H: 0.90526 1.73310 -7.97755  0.089
H: -0.07845 0.26944 -7.84318  0.092
C: 0.66560 1.02449 -5.96261  -0.547
C: -0.57146 1.86477 -5.65696  -0.014
H: -1.47142 1.31717 -5.92526  0.092
H: -0.60241 2.10596 -4.59801  0.053
H: -0.53590 2.79069 -6.22326  0.095
C: 1.91373 1.68444 -5.38345  -0.004
H: 2.06700 2.64703 -5.86264  0.094
H: 1.78112 1.84763 -4.31634  0.078
H: 2.79046 1.06352 -5.54853  0.084
O: 0.41393 -0.24239 -5.28235  0.040
C: 1.27063 -1.24181 -5.33421  -0.498
O: 2.32096 -1.27199 -5.91985  0.117
C: 0.76151 -2.40474 -4.48392  -0.016
H: 1.15053 -3.33944 -4.88634  0.134
H: -0.32847 -2.40501 -4.47851  0.131
C: 1.27964 -2.20903 -3.06042  -0.212
N: 0.89297 -3.32133 -2.20119  0.118
C: 1.38892 -3.34179 -0.92991  -0.459
O: 2.39786 -2.74755 -0.62020  0.094
C: 0.53858 -4.11641 0.06925  -0.212
C: -0.48392 -3.10196 0.62530  -0.113
H: -0.83947 -2.44327 -0.17036  0.095
C: 0.16097 -2.26222 1.71815  -0.110
N: 0.50399 -3.11323 2.84655  -0.008
C: 0.65805 -2.56068 4.06360  -0.501
O: 0.54001 -1.36584 4.26894  0.056
O: 0.94166 -3.48167 5.00022  0.028
C: 1.15886 -3.08748 6.37561  -0.568
C: 2.34548 -2.12937 6.47958  -0.017
H: 2.56097 -1.92754 7.52501  0.090
H: 3.22485 -2.57263 6.01687  0.092
H: 2.11838 -1.19340 5.97733  0.074
C: -0.10901 -2.45915 6.95387  -0.016
H: -0.94635 -3.14584 6.84868  0.091
H: -0.34303 -1.53671 6.43000  0.078
H: 0.03842 -2.24062 8.00770  0.090
C: 1.47407 -4.40391 7.08813  -0.022
H: 2.36593 -4.85553 6.66158  0.087
H: 0.64599 -5.09794 6.97097  0.087
H: 1.63944 -4.22322 8.14584  0.088
C: 0.74107 -4.51465 2.56719  -0.128
H: -0.20577 -5.06948 2.59122  0.131
C: 1.41136 -4.66582 1.20586  -0.110
H: 2.34911 -4.10522 1.21366  0.120
H: 1.64632 -5.71598 1.03232  0.121
H: 1.38604 -4.91759 3.34906  0.127
H: -0.52065 -1.48175 2.06708  0.110
H: 1.06458 -1.77921 1.32547  0.131
H: -1.34611 -3.63101 1.03380  0.124
H: 0.00933 -4.92045 -0.44839  0.143
H: -0.05157 -3.65056 -2.33923  0.145
C: 0.71030 -0.98068 -2.42695  -0.298
N: -0.49968 -0.87685 -1.98194  0.129
N: -0.56653 0.28270 -1.29782  0.136
C: 0.60440 0.82527 -1.36007  -0.284
O: 1.46539 0.07174 -2.07131  0.182
C: 1.07236 2.02946 -0.61454  -0.218
N: -0.01793 2.95320 -0.41116  0.156
C: -0.71686 3.35578 -1.50195  -0.547
O: -0.34619 3.14346 -2.63740  0.074
O: -1.80596 4.03204 -1.13003  0.044
C: -2.72925 4.55420 -2.11206  -0.566
C: -2.03053 5.56203 -3.02472  -0.016
H: -2.75293 6.00213 -3.70664  0.088
H: -1.25344 5.06764 -3.60059  0.075
H: -1.57805 6.35197 -2.42925  0.091
C: -3.80536 5.24579 -1.27394  -0.018
H: -4.55951 5.68267 -1.92190  0.088
H: -3.35721 6.02840 -0.66809  0.088
H: -4.27671 4.52605 -0.61063  0.082
C: -3.33738 3.40822 -2.92052  -0.005
H: -3.78509 2.67911 -2.24960  0.083
H: -2.56937 2.91397 -3.50740  0.067
H: -4.10037 3.79483 -3.59056  0.091
H: -0.49067 2.97705 0.48962  0.111
H: 1.85307 2.52279 -1.20921  0.167
C: 1.64267 1.52771 0.71749  -0.124
H: 2.43790 0.80871 0.50675  0.134
C: 2.18306 2.65770 1.59235  -0.179
C: 2.32831 2.22714 3.05455  -0.174
H: 2.70806 1.20519 3.10608  0.113
C: 1.01566 2.32060 3.84239  -0.168
N: 0.02459 1.34636 3.45530  0.096
C: -1.04011 1.66347 2.69788  -0.567
O: -1.26092 2.77732 2.26187  0.060
O: -1.79404 0.56963 2.47999  0.026
C: -3.12691 0.68598 1.92535  -0.559
C: -4.00099 1.49216 2.88767  -0.015
H: -3.61830 2.50604 2.97373  0.082
H: -4.00063 1.03067 3.87323  0.090
H: -5.02084 1.53269 2.51523  0.089
C: -3.61075 -0.76284 1.83873  -0.017
H: -3.02956 -1.29948 1.09398  0.075
H: -4.65924 -0.78852 1.55707  0.089
H: -3.48815 -1.25283 2.80147  0.089
C: -3.11932 1.32010 0.53596  -0.028
H: -2.88952 2.37979 0.59850  0.066
H: -4.10287 1.19731 0.08856  0.090
H: -2.37809 0.83824 -0.09878  0.058
H: 0.15508 0.37948 3.73603  0.100
H: 0.57057 3.30814 3.69370  0.123
H: 1.22759 2.18350 4.90718  0.120
H: 3.05020 2.87969 3.54884  0.109
H: 3.15258 2.97619 1.20383  0.115
H: 1.50742 3.51176 1.54102  0.110
H: 0.84624 0.99968 1.24023  0.103
H: 2.37233 -2.13530 -3.04918  0.170

Cartesian forces, eV/Å:
0.050 -0.188 0.269
0.018 0.019 -0.064
-0.031 0.124 -0.038
-0.104 -0.013 -0.066
0.163 0.560 -0.423
0.247 -0.368 0.126
-0.112 -0.040 -0.093
-0.053 0.026 0.055
0.027 0.120 -0.081
-0.123 -0.297 0.034
-0.011 0.131 -0.053
-0.009 0.064 0.114
0.055 0.033 -0.029
-0.432 0.361 0.103
-0.006 -0.841 0.121
0.156 0.060 -0.056
0.228 0.204 -0.046
-0.003 0.069 -0.012
-0.013 -0.046 0.003
0.231 0.002 0.125
0.072 -0.104 -0.518
-0.373 -0.684 0.033
0.249 0.352 0.007
0.173 0.123 0.067
0.075 0.080 0.068
-0.073 -0.035 0.063
-0.183 0.424 -0.067
0.042 -0.112 0.053
-0.039 -0.252 -0.250
0.028 0.344 0.236
-0.021 -0.064 -0.095
0.091 0.233 0.645
-0.215 -0.092 -0.214
0.039 -0.016 0.132
0.113 -0.049 -0.007
0.044 0.043 0.041
0.138 -0.053 -0.290
-0.090 -0.075 0.036
-0.036 0.036 0.051
0.019 -0.014 0.138
-0.105 0.275 -0.362
0.117 -0.057 -0.018
-0.095 -0.084 0.024
0.018 0.032 0.119
0.166 -0.454 0.030
0.079 -0.039 0.049
-0.069 -0.005 0.063
-0.022 -0.077 0.020
0.039 -0.011 0.017
-0.140 -0.020 -0.151
0.103 -0.085 -0.111
-0.095 0.061 0.020
-0.058 -0.002 -0.010
0.022 0.029 -0.018
0.019 0.012 0.135
-0.629 -0.062 0.273
0.471 -1.117 -0.898
0.255 1.224 0.569
-0.581 -0.094 0.063
0.321 0.117 -0.039
0.288 -0.014 -0.194
-0.024 -0.160 0.147
0.256 0.123 0.252
0.025 0.032 -0.309
-0.109 0.082 0.228
-0.411 0.201 -0.513
0.078 -0.254 0.197
-0.113 0.071 -0.045
0.008 0.038 -0.066
0.023 0.120 0.045
0.399 -0.239 -0.079
-0.076 0.041 -0.087
0.027 0.120 0.066
-0.097 -0.085 0.083
0.262 0.084 0.182
-0.100 -0.087 0.066
0.002 -0.050 -0.076
-0.118 0.056 -0.050
0.014 -0.010 -0.006
-0.055 -0.117 0.092
-0.025 0.467 -0.082
-0.060 -0.061 0.001
0.026 -0.270 0.116
-0.240 0.248 -0.033
0.118 -0.068 0.062
0.258 0.119 -0.028
-0.078 -0.193 0.109
0.242 -0.449 0.368
-0.209 0.445 -0.230
0.155 -0.050 0.014
-0.705 0.166 -0.241
0.339 -0.125 -0.049
-0.032 0.077 0.002
-0.051 -0.059 0.107
-0.116 -0.014 -0.045
0.298 0.364 0.124
0.065 -0.118 -0.126
-0.106 0.005 -0.059
-0.025 -0.080 0.120
0.158 -0.036 0.266
-0.058 0.033 -0.049
-0.162 -0.043 -0.057
-0.057 -0.002 -0.025
-0.126 -0.023 -0.045
0.083 -0.074 0.126
-0.051 0.069 -0.049
0.062 -0.044 0.061
-0.017 0.068 -0.051
0.040 0.115 0.002
0.036 -0.116 -0.065
-0.192 -0.010 -0.068

Calculated values
HOMO ... -9.2 eV
Lowest unoccupied orbital energy ... 0.59 eV
Total charge ... 0
Kohn-Sham gap ... 9.8 eV
Energy above the lowest of the compared OMol25 structures with the same formula, charge and spin ... 1.605 eV